1.
This record from the Open Molecules 2025 dataset describes a molecular structure, C9H20CdNO8P2SSbSe4. The level of theory is ωB97M-V with the def2-TZVPD basis set.

Positions of all 47 atoms, in Å:
Cd  -0.79618  -0.75920  -0.00048
C  -1.77030  -1.74261  -4.55923
C  -2.35753  -1.67278  -3.15918
O  -3.77656  -1.95855  -3.24593
P  -2.35151  0.02262  -2.49999
O  -0.98926  0.74926  -2.79060
O  -3.36070  0.76312  -3.49722
O  -2.76668  0.07379  -1.07490
P  -1.50362  -2.91261  -2.09405
O  -2.59369  -2.89668  -0.86836
O  -1.46572  -4.22993  -2.75776
O  -0.24656  -2.22370  -1.60545
H  -2.26885  -1.03524  -5.22366
H  -1.89686  -2.75598  -4.93771
H  -0.70628  -1.50757  -4.52487
H  -4.03204  -2.30642  -2.37878
H  -0.57430  1.13564  -1.97454
H  -4.15267  0.21394  -3.58047
H  -2.51774  -3.67209  -0.29963
C  3.12370  -2.51364  2.70506
C  3.65213  -2.39010  1.27542
C  2.93524  -1.40169  0.47367
N  2.40812  -0.61268  -0.17266
H  3.66985  -3.29465  3.23430
H  2.06376  -2.75915  2.71220
H  3.24147  -1.57628  3.24702
H  3.58079  -3.34289  0.74434
H  4.70553  -2.09796  1.27436
Se  1.02569  -1.79682  5.88199
Sb  0.41559  0.03733  4.42018
Se  -0.66925  -1.32776  2.43254
Se  -1.34250  1.52617  5.21085
Se  2.38485  1.32175  3.64775
O  -0.11560  1.39690  -0.33087
S  0.69725  1.65798  0.95766
C  -0.38246  2.84941  1.82045
C  0.26837  4.22392  1.72349
C  1.05357  4.24793  0.41481
C  1.84826  2.95037  0.42154
H  -0.55237  2.51955  2.84510
H  -1.31427  2.77779  1.25759
H  0.95113  4.34308  2.56786
H  -0.48283  5.01448  1.77695
H  1.70951  5.11806  0.33446
H  0.36857  4.25631  -0.43811
H  2.63789  2.96564  1.17246
H  2.24506  2.62195  -0.53760

net charge	-2
energy relative to the best compared isomer or geometry (same formula, charge and spin)	28.69	kcal per mole
LUMO	4.10	eV
2S+1	1
gap between HOMO and LUMO	5.51	eV
E_HOMO	-1.409	eV

2.
This record from the Open Molecules 2025 dataset describes a molecular structure, C9H20CdNO8P2SSbSe4. The level of theory is ωB97M-V with the def2-TZVPD basis set.

Positions of all 47 atoms, in Å:
Cd  0.62423  0.59879  -1.30283
C  -4.21682  -0.00556  -2.32552
C  -2.75853  0.33171  -2.08242
O  -2.00558  -0.89432  -2.02332
P  -2.47622  1.15482  -0.46856
O  -2.83894  0.15338  0.66095
O  -3.59360  2.28281  -0.34382
O  -1.09634  1.70568  -0.41119
P  -2.02257  1.39929  -3.42792
O  -2.46843  2.88939  -2.87679
O  -2.70177  1.19357  -4.72923
O  -0.54483  1.19394  -3.26772
H  -4.59753  -0.63459  -1.51814
H  -4.29675  -0.53616  -3.27371
H  -4.82643  0.89671  -2.38386
H  -1.25291  -0.82272  -2.63658
H  -1.97675  -0.42162  0.82433
H  -3.44436  2.91541  -1.06672
H  -2.70174  3.41264  -3.65225
C  2.99714  4.94873  1.45324
C  3.41781  3.48445  1.32848
C  2.52359  2.75581  0.43329
N  1.78109  2.32063  -0.32113
H  3.68151  5.46778  2.12498
H  1.98843  5.03101  1.85726
H  3.01542  5.45152  0.48654
H  3.41520  2.95362  2.27902
H  4.42629  3.36547  0.93028
Se  4.70573  -3.60189  0.18300
Sb  4.22346  -1.21436  -0.11824
Se  2.08992  -1.44345  -1.58574
Se  3.52286  -0.16159  1.99339
Se  5.84710  0.08895  -1.36810
O  -0.62330  -0.96191  0.93236
S  -0.21262  -2.38222  0.53774
C  -1.23924  -3.45309  1.60573
C  -0.26594  -4.40336  2.29657
C  0.90883  -3.51955  2.71183
C  1.27916  -2.72762  1.46777
H  -2.00504  -3.93060  0.99590
H  -1.71126  -2.78112  2.32486
H  0.08215  -5.16472  1.59251
H  -0.73829  -4.91898  3.13614
H  1.77562  -4.09153  3.04415
H  0.60553  -2.85504  3.52519
H  1.93422  -3.30274  0.80770
H  1.77054  -1.76735  1.65058

net charge	-2
energy relative to the best compared isomer or geometry (same formula, charge and spin)	24.65	kcal per mole
LUMO	4.16	eV
2S+1	1
gap between HOMO and LUMO	5.49	eV
E_HOMO	-1.330	eV

3.
This record from the Open Molecules 2025 dataset describes a molecular structure, C9H20CrIN2O2S. The level of theory is ωB97M-V with the def2-TZVPD basis set.

Positions of all 36 atoms, in Å:
Cr  -0.15080  0.58816  0.13723
C  2.36531  -1.21167  -0.28995
O  1.97793  0.03821  0.30503
C  2.29126  0.12724  1.70867
C  1.33829  -0.72513  2.50833
O  0.02537  -0.41040  2.04198
C  -1.04105  -0.86473  2.89284
H  3.41961  -1.39855  -0.08703
H  2.21656  -1.11742  -1.36214
H  1.76393  -2.03643  0.09504
H  2.17934  1.17987  1.96221
H  3.32763  -0.16875  1.87847
H  1.43213  -0.48175  3.56891
H  1.51782  -1.79547  2.38532
H  -0.89145  -0.47552  3.89907
H  -1.06550  -1.95467  2.90594
H  -1.96747  -0.47487  2.48156
S  0.29693  2.91947  -0.23474
C  -0.00505  2.62776  -1.92098
N  -1.23000  2.74353  -2.40146
C  -1.57805  2.49900  -3.80119
C  -0.38854  2.86565  -4.66918
C  0.83278  2.09686  -4.19612
N  0.98006  2.25665  -2.74056
H  -1.94799  2.98342  -1.72786
H  -2.45784  3.09388  -4.03389
H  -1.84505  1.44719  -3.93362
H  -0.20397  3.93882  -4.59728
H  -0.59576  2.63132  -5.71184
H  1.74487  2.46666  -4.66024
H  0.73800  1.03738  -4.44055
H  1.89859  2.27681  -2.32755
I  -3.48518  1.70258  0.41501
C  -2.12930  0.21060  -0.31014
H  -2.36282  0.13162  -1.37304
H  -2.49030  -0.70992  0.15583

net charge	+1
LUMO (spin up / spin down)	-2.89 / -2.89	eV
2S+1	5
gap between HOMO and LUMO (spin up / spin down)	8.08 / 8.13	eV
E_HOMO (spin up / spin down)	-10.961 / -11.021	eV

4.
This record from the Open Molecules 2025 dataset describes 6 unconnected molecules or ions with the total composition C9H20FN2O9 at a distorted geometry. The level of theory is ωB97M-V with the def2-TZVPD basis set.

Positions of all 41 atoms, in Å:
N  0.48608  0.28435  -0.55160
H  -0.48732  0.58764  -0.35887
H  0.48968  -0.59114  -1.06304
H  1.06637  0.04424  0.25637
H  0.96319  1.08469  -1.01698
N  1.45836  1.83456  3.64671
H  1.63383  1.40673  2.72244
H  2.28608  2.20961  4.09739
H  0.95658  1.04441  4.07783
H  0.88418  2.67366  3.62392
C  3.73554  3.64930  -0.03151
C  2.47652  2.77861  -0.08100
O  2.02788  2.40206  -1.21260
O  1.74721  2.60510  0.93357
H  3.91481  3.83281  1.02840
H  3.80224  4.55348  -0.62894
H  4.53284  2.98143  -0.37102
C  -4.34502  0.86713  -0.56151
C  -3.03990  1.31969  0.09454
O  -2.11608  0.46945  0.14687
O  -3.02869  2.48808  0.53352
H  -5.16967  0.65553  0.12243
H  -4.34226  0.04346  -1.28117
H  -4.72789  1.69016  -1.17458
C  -0.97023  -2.12193  2.30713
C  -0.16242  -0.92157  2.76048
O  0.99369  -0.77014  2.24687
O  -0.63745  -0.24593  3.68671
H  -2.03128  -1.88653  2.35724
H  -0.71243  -2.96052  2.95467
H  -0.69806  -2.36087  1.27849
C  -0.48952  -2.08589  -3.11530
C  -0.82102  -3.55718  -3.20789
O  0.35841  -4.20874  -2.95351
C  1.33846  -3.32439  -2.64502
O  2.45662  -3.65181  -2.39983
O  0.77681  -2.10985  -2.43995
F  -1.27647  -3.75669  -4.49015
H  -1.29467  -1.54318  -2.62187
H  -0.35617  -1.66373  -4.11101
H  -1.67884  -3.74609  -2.55822

net charge	-1
energy relative to the best compared isomer or geometry (same formula, charge and spin)	0.00	kcal per mole
LUMO	2.63	eV
2S+1	1
gap between HOMO and LUMO	7.55	eV
E_HOMO	-4.919	eV

5.
This record from the Open Molecules 2025 dataset describes a molecular structure, C9H20I2NO2S. The level of theory is ωB97M-V with the def2-TZVPD basis set.

Positions of all 35 atoms, in Å:
C  -2.80365  0.22628  0.57505
C  -1.77295  -0.92318  0.57641
I  -2.77929  -2.78763  0.34298
C  -0.86810  -0.88619  1.81492
I  0.44488  -2.56852  2.02803
C  -0.12080  0.46794  1.88126
C  0.63354  0.95090  0.65387
O  1.72807  0.11305  0.35040
C  2.77321  0.24153  1.29221
C  2.34700  0.23957  2.77860
N  0.87010  0.52800  3.04698
H  -2.74630  0.78470  -0.35851
H  -3.82196  -0.14524  0.67471
H  -2.66794  0.93470  1.39759
H  -1.16416  -0.87273  -0.32629
H  -1.49537  -0.96259  2.70840
H  -0.87467  1.21872  2.12775
H  0.96436  1.99310  0.79241
H  -0.05524  0.94532  -0.19318
H  3.40696  -0.63218  1.14581
H  3.35512  1.14371  1.07373
H  2.54470  -0.72770  3.22896
H  2.88672  1.01042  3.32811
H  0.55422  -0.10452  3.78434
H  0.81442  1.47183  3.42439
C  0.80853  0.01951  -2.94624
S  -0.69376  0.71229  -3.62529
O  -1.70458  0.37717  -2.57626
C  -0.91569  -0.44807  -4.97002
H  0.96110  0.56276  -2.02220
H  0.61958  -1.03115  -2.72398
H  1.68024  0.14012  -3.58771
H  -0.95130  -1.45906  -4.56563
H  -0.09732  -0.33090  -5.67976
H  -1.85969  -0.20194  -5.45184

net charge	+1
LUMO	-3.25	eV
2S+1	1
gap between HOMO and LUMO	8.28	eV
E_HOMO	-11.539	eV

6.
This record from the Open Molecules 2025 dataset describes C9H20N2 in the gas phase at a distorted geometry. The level of theory is ωB97M-V with the def2-TZVPD basis set.

Positions of all 31 atoms, in Å:
N  -2.02258  -0.82020  0.45859
N  0.70730  0.15512  0.03657
C  1.94086  0.88941  -0.40364
C  0.12643  2.08343  1.66060
C  -0.96207  1.85754  -0.71353
C  1.57413  -2.17166  -0.04944
C  -0.07023  -1.22137  -1.95328
C  -1.56258  0.27321  1.18911
C  -0.90883  -1.83756  0.48644
C  -0.36813  1.12662  0.58266
C  0.35927  -1.22797  -0.41019
H  -2.18643  -0.57492  -0.48824
H  2.89503  0.32004  -0.35817
H  1.76413  1.27681  -1.36609
H  2.02445  1.72005  0.21780
H  0.74175  1.52001  2.34939
H  -0.76475  2.55018  2.11604
H  0.72155  2.83265  1.17922
H  -0.19025  2.21372  -1.38906
H  -1.55611  2.79177  -0.43242
H  -1.77291  1.30052  -1.24490
H  2.28516  -2.38327  -0.82948
H  1.16366  -3.17031  0.19465
H  2.06193  -1.86518  0.80442
H  -0.01579  -2.19388  -2.40997
H  -1.07318  -0.88538  -1.97365
H  0.45295  -0.48046  -2.47319
H  -2.41641  0.88388  1.41635
H  -0.99181  -0.03697  2.01218
H  -1.21362  -2.90214  0.16902
H  -0.74292  -2.02370  1.62219

net charge	0
energy relative to the best compared isomer or geometry (same formula, charge and spin)	43.53	kcal per mole
LUMO	0.88	eV
2S+1	1
SMILES	CN1C(C)(C)CNCC1(C)C
gap between HOMO and LUMO	8.58	eV
E_HOMO	-7.700	eV